# 1
Formula: C6H9NS
Source: OMol25
Level of theory: ωB97M-V with the def2-TZVPD basis set

Summary:
energy = -686.91111 hartree
energy above the lowest of the compared OMol25 structures with the same formula, charge and spin = 1.407 eV
gap between HOMO and LUMO = 8.4915 eV
SMILES = S=C1CC=CCNC1
HOMO level = -8.45 eV
spin multiplicity = 1

Atoms and positions in Å:
C (-1.548, -0.436, -0.413)
S (3.113, -0.020, -0.437)
C (-0.102, 1.615, -0.057)
C (-1.184, 1.018, -0.569)
C (1.632, -0.144, 0.251)
H (-1.579, -0.894, -1.419)
H (0.386, 0.633, 1.780)
H (-2.593, -0.420, -0.006)
H (0.164, 2.616, -0.415)
C (0.726, -1.315, -0.024)
H (-1.073, -2.134, 0.629)
H (1.692, 1.755, 1.284)
H (-1.859, 1.543, -1.272)
H (0.716, -1.456, -1.128)
C (0.935, 1.028, 0.923)
N (-0.670, -1.198, 0.471)
H (1.245, -2.190, 0.401)

Forces on atoms 1 to 3 (eV/Å):
-0.68 0.24 0.43
-0.67 -0.27 0.67
0.32 0.35 -0.23


# 2
Formula: C6H9O2
Source: OMol25
Level of theory: ωB97M-V with the def2-TZVPD basis set

Summary:
energy = -384.38853 hartree
energy above the lowest of the compared OMol25 structures with the same formula, charge and spin = 4.273 eV
net charge = -1
gap between HOMO and LUMO = 7.1221 eV
HOMO level = -4.03 eV
spin multiplicity = 1

Atoms and positions in Å:
O (3.139, -0.869, 1.935)
H (-1.229, 0.155, 0.896)
C (0.873, -0.817, 1.291)
C (-0.040, 0.143, -0.876)
H (1.127, -1.677, 0.723)
O (2.328, 1.118, 1.172)
H (0.564, -1.167, 2.318)
H (0.220, 1.159, -1.244)
H (0.800, -0.533, -1.119)
H (-2.040, 1.728, -1.954)
C (-1.400, -0.286, -1.438)
H (-3.136, 0.520, -2.633)
C (2.251, -0.078, 1.476)
C (-2.186, 0.637, -2.026)
H (0.222, 1.168, 1.023)
C (-0.131, 0.167, 0.646)
H (-1.362, -1.369, -0.190)

Forces on atoms 1 to 3 (eV/Å):
-0.67 1.05 -0.51
0.93 -0.55 0.34
-0.84 1.43 1.67


# 3
Formula: C6H9O6PPd
Source: OMol25
Level of theory: ωB97M-V with the def2-TZVPD basis set

Summary:
energy = -1153.97247 hartree
expectation value of S² = 2.008
energy above the lowest of the compared OMol25 structures with the same formula, charge and spin = 0.721 eV
net charge = +2
gap between HOMO and LUMO (alpha / beta) = 8.7808 / 4.8629 eV
HOMO level (alpha / beta) = -18.17 / -18.16 eV
spin multiplicity = 3

Atoms and positions in Å:
P (0.383, 0.057, 0.056)
H (1.020, -2.855, 0.566)
C (1.936, 1.921, 0.978)
H (-0.234, -2.459, 1.777)
H (2.773, 1.428, 1.497)
H (2.230, 2.918, 0.609)
C (-1.824, 2.521, -1.085)
C (-2.232, 0.758, 2.192)
O (-2.356, 3.350, -1.703)
H (1.473, -2.557, 2.254)
C (0.793, -2.266, 1.454)
O (1.563, 1.144, -0.173)
C (1.535, -0.565, -2.303)
C (-5.232, -1.446, -1.763)
O (-5.473, -2.553, -1.869)
O (-2.780, 0.583, 3.176)
Pd (-1.577, 1.195, 0.398)
O (0.516, -0.817, -1.293)
H (1.280, 0.301, -2.902)
H (2.509, -0.442, -1.847)
H (1.562, -1.450, -2.947)
O (1.030, -0.839, 1.225)
H (1.105, 2.074, 1.700)

Forces on atoms 1 to 3 (eV/Å):
5.49 -2.60 -2.06
-0.02 0.30 -0.12
0.68 1.30 0.99


# 4
Formula: C6H9O6Zn
Source: OMol25
Level of theory: ωB97M-V with the def2-TZVPD basis set

Summary:
energy = -2465.00883 hartree
energy above the lowest of the compared OMol25 structures with the same formula, charge and spin = 0.586 eV
net charge = -1
gap between HOMO and LUMO = 8.8226 eV
HOMO level = -5.56 eV
spin multiplicity = 1

Atoms and positions in Å:
H (14.574, 5.824, -0.227)
C (20.711, 3.574, -1.302)
H (14.973, 6.621, -1.683)
C (16.342, 5.000, -1.273)
O (16.422, 3.864, -0.750)
H (18.688, 0.591, -5.293)
O (19.772, 3.220, -0.515)
C (15.435, 6.120, -0.831)
Zn (18.177, 3.390, -1.881)
H (22.314, 4.564, -0.234)
H (18.123, -0.549, -4.118)
H (22.824, 3.531, -1.652)
C (22.133, 3.668, -0.823)
H (15.954, 6.907, -0.284)
O (20.306, 3.912, -2.441)
H (16.903, 0.235, -5.092)
O (17.930, 2.715, -3.917)
C (17.882, 1.506, -3.562)
C (17.864, 0.391, -4.609)
H (22.347, 2.833, -0.151)
O (18.007, 1.237, -2.342)
O (17.139, 5.285, -2.209)

Forces on atoms 1 to 3 (eV/Å):
0.32 -0.38 0.20
-2.88 0.55 -0.43
0.38 -0.13 -0.27


# 5
Formula: C6H9OP
Source: OMol25
Level of theory: ωB97M-V with the def2-TZVPD basis set

Summary:
energy = -650.51578 hartree
energy above the lowest of the compared OMol25 structures with the same formula, charge and spin = 0.863 eV
gap between HOMO and LUMO = 8.2704 eV
SMILES = CP(O)C1C=CC=C1
HOMO level = -8.01 eV
spin multiplicity = 1

Atoms and positions in Å:
C (-0.458, 0.187, 1.461)
H (2.997, -0.405, -1.616)
P (1.341, -1.278, -0.164)
H (3.062, 0.597, -0.083)
H (1.826, 0.888, -1.397)
H (-0.724, -1.603, 0.379)
H (-1.154, 1.967, 2.445)
C (2.393, 0.118, -0.892)
C (-2.132, 1.333, 0.439)
H (-2.188, -0.056, -1.320)
H (0.254, -2.614, -1.437)
C (-1.945, 0.236, -0.324)
C (-1.231, 1.291, 1.564)
H (0.317, -0.219, 2.070)
H (-2.739, 2.129, 0.104)
C (-0.668, -0.483, 0.280)
O (1.048, -2.088, -1.508)

Forces on atoms 1 to 3 (eV/Å):
0.79 1.19 2.04
0.50 -0.04 -0.30
-0.62 2.80 1.00


# 6
Formula: C6H9P
Source: OMol25
Level of theory: ωB97M-V with the def2-TZVPD basis set

Summary:
energy = -575.32828 hartree
energy above the lowest of the compared OMol25 structures with the same formula, charge and spin = 0.267 eV
gap between HOMO and LUMO = 9.6111 eV
SMILES = C1=C[C@H]2P[C@H]2CC1
HOMO level = -8.55 eV
spin multiplicity = 1

Atoms and positions in Å:
H (-1.094, 1.757, -2.347)
C (0.525, 0.344, -1.228)
C (0.495, -1.552, 0.313)
H (1.678, -1.494, -1.424)
C (-0.515, -0.855, 1.171)
H (0.115, 2.274, -0.224)
C (-0.271, 0.656, 1.190)
H (-1.517, -1.052, 0.773)
H (0.820, -2.537, 0.615)
C (-0.146, 1.220, -0.204)
H (1.171, 0.819, -1.959)
P (-1.313, 0.642, -1.525)
C (0.957, -0.989, -0.798)
H (0.662, 0.862, 1.726)
H (-0.483, -1.244, 2.191)
H (-1.081, 1.149, 1.729)

Forces on atoms 1 to 3 (eV/Å):
-0.03 0.23 -0.19
-0.18 0.54 -0.18
0.03 -0.12 -0.01


# 7
Formula: C6H9P
Source: OMol25
Level of theory: ωB97M-V with the def2-TZVPD basis set

Summary:
energy = -575.28065 hartree
energy above the lowest of the compared OMol25 structures with the same formula, charge and spin = 1.563 eV
gap between HOMO and LUMO = 8.4032 eV
SMILES = CC1(C)C=CP=C1
HOMO level = -8.38 eV
spin multiplicity = 1

Atoms and positions in Å:
H (1.129, 1.481, 0.560)
C (-0.162, -0.988, 1.061)
P (-1.081, -0.522, -2.741)
C (-0.128, -0.158, -0.211)
H (-1.513, 1.565, 0.342)
H (-1.064, -1.522, 1.054)
C (-1.843, 0.696, -1.805)
H (-2.677, 1.375, -2.075)
H (-0.333, -0.432, 2.049)
C (1.201, 0.715, -0.138)
H (2.057, 0.062, 0.182)
C (-1.332, 0.763, -0.408)
H (1.437, 1.006, -1.103)
H (0.730, -1.703, 1.012)
H (0.568, -1.807, -1.573)
C (-0.105, -0.911, -1.488)

Forces on atoms 1 to 3 (eV/Å):
-0.27 1.55 1.08
0.70 -0.21 0.81
0.10 -0.99 -1.61


# 8
Formula: C6H9P
Source: OMol25
Level of theory: ωB97M-V with the def2-TZVPD basis set

Summary:
energy = -574.98029 hartree
expectation value of S² = 2.014
energy above the lowest of the compared OMol25 structures with the same formula, charge and spin = 6.183 eV
gap between HOMO and LUMO (alpha / beta) = 5.9208 / 7.7573 eV
HOMO level (alpha / beta) = -4.89 / -9.57 eV
spin multiplicity = 3

Atoms and positions in Å:
C (1.229, -0.108, 1.402)
C (0.194, 1.078, 1.857)
H (-1.007, 0.582, -2.104)
H (-2.526, 0.234, -1.022)
C (-0.084, -0.079, 0.941)
P (2.127, -1.371, -0.416)
H (-0.268, 0.748, 2.869)
H (-0.863, -1.403, -0.587)
H (0.001, 2.077, 1.506)
H (1.197, 0.959, -0.835)
C (-0.621, -0.431, -0.337)
H (-1.546, 1.506, -0.543)
H (1.211, -2.156, 0.293)
H (1.614, -2.153, -1.547)
C (-1.499, 0.562, -1.074)
C (0.841, -0.047, -0.403)

Forces on atoms 1 to 3 (eV/Å):
0.90 2.73 1.94
-0.13 -2.86 1.47
-1.52 0.56 1.08


# 9
Formula: C6HO6Pd
Source: OMol25
Level of theory: ωB97M-V with the def2-TZVPD basis set

Summary:
energy = -806.75963 hartree
expectation value of S² = 6.014
energy above the lowest of the compared OMol25 structures with the same formula, charge and spin = 0.000 eV
net charge = +3
gap between HOMO and LUMO (alpha / beta) = 7.0878 / 2.8349 eV
HOMO level (alpha / beta) = -21.46 / -25.57 eV
spin multiplicity = 5

Atoms and positions in Å:
O (-2.994, -3.851, -0.385)
C (-1.021, 0.978, 1.324)
C (-0.956, 2.250, -1.700)
H (-0.673, -0.793, 0.415)
Pd (0.175, 0.611, -0.129)
O (-1.918, 2.467, -2.282)
C (0.860, -0.404, -1.675)
O (-1.570, 1.156, 2.312)
O (1.077, -0.892, -2.689)
O (2.283, 3.462, -0.132)
C (1.120, -0.691, 1.022)
C (-2.419, -3.607, 0.572)
C (1.826, 2.431, -0.017)
O (1.836, -1.369, 1.604)

Forces on atoms 1 to 3 (eV/Å):
-4.68 -2.22 -7.38
-3.86 3.29 6.56
-3.36 0.45 -1.79


# 10
Formula: C70H108O54
Source: OMol25
Level of theory: ωB97M-V with the def2-TZVPD basis set

Summary:
energy = -6795.08290 hartree
gap between HOMO and LUMO = 10.1064 eV
HOMO level = -10.06 eV
spin multiplicity = 1

Atoms and positions in Å:
C (-7.726, 10.566, -22.754)
O (-2.380, 18.788, -21.071)
C (-7.923, 13.317, -15.083)
H (-13.531, 15.337, -16.094)
C (-10.458, 10.486, -17.411)
H (-3.800, 15.103, -26.631)
C (-5.406, 10.262, -14.455)
C (-3.917, 8.615, -24.363)
O (-5.402, 8.161, -17.369)
C (-9.880, 10.933, -23.169)
H (-1.496, 12.824, -17.526)
C (-7.957, 10.442, -24.218)
O (-2.262, 17.172, -26.507)
C (-3.602, 13.035, -26.920)
H (-13.016, 15.748, -13.808)
C (-9.101, 11.954, -13.864)
H (-0.995, 14.608, -19.095)
C (-1.961, 16.216, -16.204)
H (-9.968, 13.517, -19.003)
H (-8.625, 10.026, -19.704)
O (-1.519, 16.181, -24.793)
C (-7.849, 5.393, -17.799)
C (-12.178, 14.705, -23.395)
C (-4.512, 12.375, -24.916)
O (-7.259, 19.422, -15.806)
C (-8.964, 10.780, -18.994)
C (-1.721, 11.778, -17.735)
H (-9.000, 4.816, -19.958)
H (-9.617, 13.206, -20.697)
H (-2.959, 6.804, -25.150)
H (-7.656, 18.148, -24.646)
O (-8.169, 13.853, -23.335)
O (-6.498, 15.231, -22.658)
O (0.627, 8.404, -25.644)
H (-1.762, 16.241, -22.707)
H (-8.448, 17.909, -19.461)
H (-10.767, 12.206, -15.148)
C (-1.640, 11.435, -15.506)
H (0.262, 14.012, -17.282)
H (-2.703, 11.499, -18.117)
O (-1.937, 9.482, -21.957)
H (-6.358, 11.563, -20.405)
H (-10.205, 11.196, -12.201)
C (-6.373, 19.452, -16.754)
C (-9.385, 11.896, -12.360)
H (-9.022, 6.207, -20.817)
H (-3.833, 9.447, -15.875)
H (0.876, 11.710, -23.686)
O (-9.673, 7.162, -17.878)
H (-0.355, 11.132, -12.710)
C (-10.893, 6.893, -18.428)
O (-11.206, 16.435, -13.246)
H (-7.521, 8.503, -22.440)
O (-8.938, 16.436, -13.640)
O (-10.977, 16.134, -22.047)
O (-11.568, 18.096, -22.897)
C (0.228, 16.310, -19.476)
H (0.802, 9.896, -23.466)
O (-10.731, 6.026, -19.514)
C (-11.204, 15.805, -23.366)
O (0.668, 14.288, -20.563)
C (1.214, 15.319, -21.236)
O (0.985, 16.452, -20.638)
C (-5.569, 8.134, -15.977)
C (-8.641, 6.485, -18.606)
O (-9.274, 10.985, -24.273)
C (-10.117, 12.874, -14.584)
H (-13.215, 15.011, -23.532)
H (-4.801, 9.932, -13.611)
H (-0.198, 16.825, -23.316)
C (-3.659, 19.037, -20.473)
C (-0.590, 8.286, -25.759)
H (-4.727, 16.369, -22.879)
O (-0.741, 16.251, -16.315)
H (0.783, 16.587, -18.580)
H (-6.727, 9.504, -21.144)
H (-9.572, 12.783, -11.755)
H (-8.822, 19.922, -18.141)
C (-6.681, 17.932, -25.082)
H (-1.559, 10.749, -23.572)
O (-10.726, 18.167, -20.898)
C (-5.821, 13.179, -19.171)
O (-6.897, 13.902, -15.443)
C (-11.625, 17.152, -23.913)
H (-5.880, 16.079, -14.372)
O (-10.481, 16.686, -15.315)
C (-6.752, 14.407, -18.929)
C (-5.911, 12.552, -20.499)
C (-1.194, 10.671, -13.230)
O (-1.468, 8.115, -24.760)
H (-3.450, 17.578, -18.941)
H (-4.843, 16.260, -16.921)
O (-10.961, 10.188, -16.361)
H (-3.310, 19.754, -18.453)
H (-8.598, 11.352, -11.838)
H (-5.272, 11.272, -14.843)
C (-8.491, 19.039, -16.181)
H (-6.544, 7.993, -15.511)
H (-12.897, 17.544, -13.632)
H (-10.980, 17.464, -24.734)
O (-7.329, 15.547, -24.614)
H (-9.250, 11.042, -14.442)
O (-11.067, 11.262, -18.346)
C (-3.849, 13.250, -20.195)
H (-8.128, 11.435, -18.752)
C (-10.269, 11.453, -19.504)
H (-11.957, 13.990, -24.188)
O (-3.192, 12.667, -24.679)
C (-4.910, 9.429, -15.708)
C (-12.422, 16.639, -14.011)
O (-1.279, 11.030, -16.670)
H (-12.665, 17.088, -24.233)
H (-4.796, 17.512, -14.196)
H (-1.061, 11.428, -18.529)
C (-3.339, 20.068, -19.496)
C (-10.126, 16.499, -14.044)
C (-6.924, 9.385, -22.210)
C (-9.384, 5.832, -19.860)
C (-5.787, 16.380, -23.134)
H (-8.092, 16.940, -18.089)
C (-1.632, 10.783, -22.485)
C (-11.883, 16.711, -15.455)
O (-9.247, 10.014, -17.832)
O (-4.805, 12.673, -26.204)
O (-5.204, 19.573, -16.583)
O (-2.837, 15.850, -17.163)
H (-10.449, 10.831, -20.381)
H (1.877, 10.783, -22.567)
H (-5.028, 7.203, -15.805)
O (-5.471, 10.207, -16.747)
C (-8.359, 19.048, -17.683)
O (-2.642, 16.384, -15.030)
H (-6.025, 9.297, -22.820)
H (-12.645, 15.938, -17.384)
O (-1.055, 10.653, -14.640)
H (-3.651, 9.651, -24.153)
C (-2.814, 7.884, -25.188)
O (-5.869, 9.577, -18.910)
H (-4.609, 16.105, -13.177)
C (-2.938, 18.239, -27.219)
H (-10.672, 13.525, -13.908)
H (-2.296, 19.120, -27.223)
H (-8.878, 18.024, -16.083)
C (-2.236, 17.139, -25.175)
H (-0.173, 12.129, -21.553)
O (-5.284, 11.962, -24.075)
C (-1.462, 19.770, -20.710)
O (-1.320, 8.230, -26.932)
H (-3.228, 9.033, -27.061)
O (-4.629, 12.653, -20.944)
H (-2.065, 13.971, -25.587)
H (-3.428, 12.350, -27.751)
O (-1.210, 8.417, -20.137)
H (-6.420, 13.220, -21.195)
O (1.809, 15.065, -22.317)
H (-5.029, 17.701, -19.432)
O (-2.017, 20.550, -19.857)
C (-11.052, 17.539, -21.878)
H (-9.746, 17.438, -18.269)
C (-5.549, 9.354, -17.817)
O (-2.842, 17.929, -24.466)
H (-2.406, 11.472, -22.147)
H (-3.856, 16.942, -20.607)
H (-4.042, 8.168, -23.377)
H (-4.906, 8.717, -24.809)
H (-11.893, 14.716, -16.221)
C (0.860, 14.056, -18.192)
H (-2.921, 17.941, -28.267)
H (-0.763, 16.745, -19.608)
C (-1.007, 16.114, -23.483)
H (-4.379, 14.488, -16.771)
C (-4.863, 16.424, -14.188)
H (-6.264, 17.204, -22.604)
H (-6.002, 12.398, -18.432)
H (-7.248, 11.089, -24.734)
H (-12.095, 17.708, -15.841)
C (-6.213, 16.492, -24.673)
C (-4.122, 15.526, -16.562)
H (-7.838, 14.310, -18.898)
O (-11.040, 11.274, -22.996)
C (-10.297, 12.962, -19.881)
C (0.875, 10.873, -22.988)
H (-7.933, 7.219, -18.991)
O (-9.036, 10.501, -22.210)
O (-0.094, 10.068, -20.987)
H (1.865, 14.469, -18.113)
O (-0.254, 19.789, -21.000)
C (-2.725, 8.133, -26.706)
C (-7.432, 14.845, -23.512)
C (-4.025, 17.715, -19.857)
H (-8.604, 4.690, -17.446)
O (-4.471, 13.646, -19.057)
C (-1.125, 9.280, -20.981)
H (-1.655, 12.304, -26.064)
H (-12.239, 14.239, -22.411)
H (-7.068, 4.951, -18.418)
C (-0.175, 11.098, -21.906)
H (-4.334, 19.336, -21.275)
C (-2.471, 12.993, -25.847)
H (-5.976, 18.702, -24.766)
C (-12.507, 15.606, -16.355)
H (-3.885, 18.299, -26.682)
O (-6.989, 19.195, -17.915)
O (-9.201, 13.588, -15.397)
C (-3.801, 14.393, -27.459)
C (-8.718, 17.770, -18.414)
H (-5.352, 16.069, -25.191)
H (-2.940, 14.727, -28.038)
H (-1.941, 11.431, -13.000)
O (-2.371, 12.396, -15.146)
O (-11.941, 7.357, -18.094)
O (-7.861, 12.555, -14.078)
H (-10.224, 15.522, -23.750)
H (-1.449, 9.751, -12.703)
H (-6.469, 15.330, -19.436)
H (-7.350, 5.806, -16.922)
H (-6.447, 10.069, -14.195)
O (-2.718, 13.489, -20.509)
H (-7.831, 9.444, -24.639)
H (-4.715, 14.600, -28.016)
H (-11.307, 13.309, -20.100)
C (-3.886, 15.737, -15.120)
H (-3.210, 7.342, -27.277)
H (0.938, 12.991, -18.411)
H (-3.902, 14.725, -14.715)
C (0.053, 14.800, -19.323)
H (-9.208, 19.822, -15.933)
H (-6.893, 17.913, -26.151)
H (-6.469, 14.729, -17.927)
H (-4.045, 20.885, -19.641)
H (-7.471, 11.611, -22.579)
H (-0.534, 15.153, -23.280)

Forces on atoms 1 to 3 (eV/Å):
0.70 -0.72 0.60
1.77 0.57 -0.97
2.68 4.51 -1.07